Entry from OMol25: C41H42P2Pb as an isolated structure (the ωB97M-V functional and the def2-TZVPD basis).

```
86
Properties=species:S:1:pos:R:3:lowdin_charge:R:1
Pb 1.60378 -0.75302 -5.09938 1.439
C -2.34600 0.35123 0.63039 -0.108
C -2.65182 0.27499 -0.67722 -0.110
C -3.32691 1.26056 -1.57118 -0.199
C -2.44184 2.34511 -2.25383 -0.192
C -1.55448 3.14246 -1.34416 -0.144
C -1.71686 3.35671 -0.04951 -0.105
C -2.83501 2.87239 0.83688 -0.177
C -2.47778 1.52148 1.52486 -0.180
C 3.37642 -0.29165 -3.77212 -0.217
H -1.93573 -0.54042 1.10405 0.105
H -2.34360 -0.64028 -1.18423 0.076
H -4.15169 1.79177 -1.09039 0.102
H -3.78920 0.72443 -2.41553 0.101
H -1.81332 1.88609 -3.03190 0.078
H -3.13073 3.02542 -2.79410 0.126
H -0.77972 3.69348 -1.90262 0.104
H -0.97698 3.94717 0.52642 0.119
H -3.78111 2.85313 0.28685 0.100
H -2.94432 3.60984 1.64502 0.118
H -1.51733 1.66877 2.04874 0.119
H -3.18583 1.28660 2.33611 0.123
H 3.23806 -0.87827 -2.85146 0.014
H 3.42077 0.77693 -3.51701 0.028
H 4.29654 -0.58943 -4.29339 0.021
P 0.16752 -2.25334 -7.32243 0.963
P 2.28462 0.33399 -7.96910 0.957
C -0.34172 -0.64029 -8.00087 -0.345
C 0.52753 0.32948 -8.38119 -0.348
C -0.32056 -3.34975 -8.73922 -0.375
C -1.41773 -3.01796 -9.54738 -0.086
C -1.74778 -3.80770 -10.65376 -0.054
C -0.99453 -4.93302 -10.97443 -0.048
C 0.09518 -5.27994 -10.16272 -0.057
C 0.43460 -4.49773 -9.05116 -0.091
C -1.30107 -2.40297 -6.21721 -0.406
C -1.55810 -1.34524 -5.32884 -0.197
C -2.32017 -1.54881 -4.18757 -0.086
C -3.05811 -2.73855 -4.05988 -0.042
C -2.98085 -3.71223 -5.06574 -0.043
C -2.05346 -3.58596 -6.10372 -0.059
C 2.87389 0.79270 -9.70572 -0.341
C 2.51558 -0.05778 -10.77213 -0.103
C 2.85798 0.26782 -12.08713 -0.064
C 3.56782 1.44044 -12.36708 -0.054
C 3.93836 2.28087 -11.31437 -0.058
C 3.60136 1.95965 -9.99260 -0.077
C 2.39775 1.98340 -7.13884 -0.444
C 3.54194 2.21940 -6.35668 -0.145
C 3.67390 3.41141 -5.64099 -0.062
C 2.66131 4.37659 -5.72474 -0.057
C 1.53586 4.15683 -6.50737 -0.055
C 1.39445 2.96132 -7.21876 -0.075
H -1.42125 -0.50911 -8.18699 0.098
H 0.19528 1.12801 -9.06389 0.102
H -2.01666 -2.13851 -9.33024 0.100
H -2.60313 -3.52927 -11.26969 0.119
H -1.24429 -5.53870 -11.85237 0.123
H 0.68384 -6.16131 -10.40647 0.115
H 1.28748 -4.78087 -8.42781 0.106
H -1.12400 -0.34514 -5.51050 0.071
H -2.31787 -0.79594 -3.39420 0.084
H -3.68790 -2.87788 -3.18834 0.117
H -3.64381 -4.58443 -5.02929 0.124
H -1.92177 -4.37894 -6.84297 0.114
H 1.94826 -0.96945 -10.57306 0.100
H 2.57230 -0.39588 -12.90172 0.114
H 3.82955 1.69360 -13.39634 0.119
H 4.49565 3.19469 -11.52102 0.116
H 3.89933 2.63644 -9.18765 0.104
H 4.32574 1.45654 -6.29820 0.106
H 4.56257 3.57702 -5.03636 0.116
H 2.76764 5.30623 -5.16860 0.118
H 0.74733 4.91307 -6.57708 0.122
H 0.51116 2.78646 -7.82697 0.098
C 1.42130 -1.00674 -0.20386 -0.046
C 0.91874 -2.13858 -0.83976 -0.038
C 0.33757 -2.02606 -2.13596 -0.083
C 0.41878 -0.79728 -2.77517 -0.198
C 0.58598 0.36950 -2.04116 -0.100
C 1.18857 0.25595 -0.75931 -0.035
H 1.95675 -1.10433 0.75417 0.134
H 0.97112 -3.12443 -0.35444 0.130
H -0.11530 -2.93149 -2.56453 0.125
H 0.30926 1.34911 -2.44342 0.104
H 1.52757 1.13613 -0.20632 0.129
```

Results
Kohn-Sham gap (alpha / beta): 0.1768 / 0.1366 Eh
charge: +2

=====

Entry from OMol25: a 2-piece molecular cluster, C6H16O2 overall (the ωB97M-V functional and the def2-TZVPD basis).

```
24
Properties=species:S:1:pos:R:3:nbo_charge:R:1
C -1.28967 0.20833 -1.32532 -0.052
O -2.44368 0.71877 -0.55793 -0.784
C -0.14669 1.16122 -1.05258 -0.427
C 0.56769 0.61279 0.19085 -0.274
C 1.34563 1.73133 0.95767 -0.623
C 1.51729 -0.38856 -0.30218 -0.398
C 1.57016 -1.44417 0.91111 -0.614
H -1.59245 0.35895 -2.32890 0.194
H -1.10733 -0.84990 -0.85423 0.164
H -2.29508 1.29695 0.26387 0.478
H 0.45753 1.33593 -1.95833 0.222
H -0.75058 2.09351 -0.82306 0.213
H -0.03425 0.14369 1.03735 0.224
H 1.68906 2.63072 0.35126 0.209
H 2.31210 1.31508 1.18299 0.208
H 1.07642 2.15692 1.92155 0.220
H 2.59737 -0.09454 -0.60980 0.222
H 1.25130 -1.06336 -1.30650 0.207
H 2.41527 -2.04902 0.81005 0.205
H 0.71856 -2.09025 0.91919 0.200
H 1.57571 -1.05830 1.92106 0.203
H -3.74096 -1.79383 -0.02911 0.477
H -2.40275 -2.38986 0.21166 0.457
O -3.29064 -2.54242 0.46934 -0.933
```

Results
SMILES: CC[C@@H](C)CCO.O
Kohn-Sham gap: 0.4159 Eh

=====

Entry from OMol25: one molecule with the formula C13H21NO4 (the ωB97M-V functional and the def2-TZVPD basis).

```
39
Properties=species:S:1:pos:R:3:nbo_charge:R:1
C -2.81584 -3.72303 0.78222 -0.254
H -3.38920 -3.31450 1.62113 0.175
O -1.51098 -4.07653 1.16789 -0.508
C -0.67828 -3.11097 1.64722 0.412
C -1.02887 -1.77158 1.78115 -0.461
C -0.10159 -0.86266 2.28209 0.409
C 1.17110 -1.29591 2.64528 -0.326
C 1.50856 -2.62831 2.50774 -0.164
C 0.59785 -3.53780 2.00976 -0.319
H 0.84545 -4.57980 1.89214 0.224
H 2.49601 -2.96013 2.78964 0.217
H 1.87112 -0.57381 3.03257 0.222
O -0.34022 0.46898 2.47079 -0.519
C -1.50675 1.05972 1.94159 -0.106
C -1.50099 1.15896 0.40616 -0.103
O -0.80351 2.27687 -0.08723 -0.539
C 0.59462 2.29659 0.15419 -0.096
C 1.36685 1.27520 -0.70230 -0.245
N 1.11016 1.37146 -2.12453 -0.641
H 0.10193 1.36714 -2.26229 0.356
C 1.66888 2.54653 -2.77864 -0.250
C 1.76311 2.29684 -4.28913 -0.059
O 0.50759 2.10819 -4.89455 -0.716
H 0.11707 1.31202 -4.51788 0.463
H 2.40778 1.42575 -4.46653 0.161
H 2.20182 3.16914 -4.77858 0.175
H 2.67970 2.70582 -2.39514 0.191
H 1.07958 3.45808 -2.60264 0.175
H 1.10726 0.25880 -0.38900 0.198
H 2.43650 1.41242 -0.52763 0.198
H 0.81529 2.12874 1.21346 0.185
H 0.89850 3.31146 -0.11367 0.186
H -2.52616 1.29801 0.05286 0.198
H -1.10135 0.22703 -0.01625 0.176
H -1.52709 2.06809 2.36355 0.211
H -2.40366 0.52558 2.27760 0.178
H -2.01640 -1.44240 1.50297 0.221
H -3.28331 -4.64753 0.44696 0.203
H -2.81254 -3.00250 -0.04295 0.174
```

Results
SMILES: COc1cccc(OCCOCCNCCO)c1
Kohn-Sham gap: 0.3290 Eh

=====

Entry from OMol25: a 2-piece molecular cluster, C4H5ClN2O overall (the ωB97M-V functional and the def2-TZVPD basis).

```
13
Properties=species:S:1:pos:R:3:nbo_charge:R:1
C -1.55442 0.28500 0.07822 -0.321
C -0.95395 -0.24553 -1.04588 0.113
C -0.71082 0.95535 1.02017 0.146
C 1.04918 0.26015 -0.03056 0.518
N 0.56285 0.93816 0.94508 -0.452
N 0.39489 0.01823 -1.20134 -0.561
O 0.84412 -1.69075 0.96219 -1.046
Cl 2.75572 0.12382 -0.24867 0.039
H -2.67646 0.11708 0.27670 0.252
H -1.49849 -0.40691 -1.95119 0.226
H -1.04403 1.52028 1.95808 0.217
H 1.03979 -0.15062 -1.97636 0.445
H 1.79163 -1.72426 1.21356 0.423
```

Results
Kohn-Sham gap (alpha / beta): 0.2818 / 0.2817 Eh

=====

Entry from OMol25: H3O6 as an isolated structure (the ωB97M-V functional and the def2-TZVPD basis).

```
9
Properties=species:S:1:pos:R:3:nbo_charge:R:1
O 1.36964 -0.50938 0.15563 -0.223
O -1.42584 0.85920 0.00181 -0.340
O 1.17784 0.77451 -0.27954 -0.396
O -0.19187 -1.13243 0.69063 0.145
O -1.58231 -0.16651 -0.82783 0.053
O -0.84635 -1.34892 -0.29428 0.213
H 2.01690 -0.27589 0.89184 0.541
H -2.11274 0.82652 0.76085 0.503
H 1.59474 0.97289 -1.09910 0.505
```

Results
Kohn-Sham gap (alpha / beta): 0.3335 / 0.3334 Eh
charge: +1

=====

Entry from OMol25: one molecule with the formula H6N3OP (the ωB97M-V functional and the def2-TZVPD basis).

```
11
Properties=species:S:1:pos:R:3:nbo_charge:R:1
O 1.89072 1.23401 1.25584 -1.143
N 1.06166 -0.94740 0.28536 -1.191
N -0.59288 0.43317 1.45956 -1.209
N 0.51539 1.57160 -0.68472 -1.179
P 0.77805 0.60814 0.61973 2.334
H 1.91439 -1.22794 0.69136 0.411
H 0.29572 -1.37437 0.76280 0.394
H -1.39767 0.28046 0.83689 0.401
H -0.72710 1.29413 1.94553 0.400
H 1.45862 1.46550 -1.14015 0.391
H 0.62403 2.48364 -0.21125 0.392
```

Results
SMILES: NP(N)(N)=O
Kohn-Sham gap: 0.3851 Eh